{"formula": "C11H24ClCrI2N2P2", "method": "ωB97M-V with the def2-TZVPD basis set", "spin_multiplicity": 4, "e_lumo_ev": [-8.65, -8.64], "charge": 2, "relative_energy_kj_mol": 0.0, "total_energy_ev": -90487.1771, "symbols": ["I", "I", "Cr", "P", "C", "C", "H", "H", "H", "H", "H", "H", "C", "H", "H", "H", "P", "C", "C", "H", "H", "H", "C", "H", "H", "H", "H", "H", "H", "Cl", "N", "C", "C", "C", "N", "C", "C", "H", "H", "H", "H", "H", "H"], "positions_angstrom": [[-0.1785, -0.0233, -3.5567], [-0.1095, 2.8269, -3.3522], [-0.1288, 0.9032, 0.1795], [-2.5436, 1.2870, -0.0327], [-3.0802, 1.1668, -1.7545], [-3.4393, 0.1304, 1.0367], [-4.5249, 0.3254, 1.0424], [-4.1877, 2.9496, 0.7023], [-3.0458, 0.2297, 2.0599], [-2.5651, 3.1857, 1.4568], [-2.6134, 0.2715, -2.1821], [-3.2527, -0.8987, 0.6975], [-3.0976, 2.9278, 0.5287], [-4.1608, 1.1382, -1.8960], [-2.8326, 3.6546, -0.2587], [-2.6433, 2.0244, -2.2906], [2.3096, 1.2800, 0.0275], [2.9040, 1.1003, -1.6764], [2.9175, 2.9078, 0.6091], [2.7020, 0.1796, 2.1287], [4.2249, 0.3015, 1.1802], [2.9880, -0.9343, 0.7702], [3.1403, 0.0985, 1.1211], [2.3859, 3.1712, 1.5325], [4.0016, 2.9150, 0.7934], [3.9917, 1.1089, -1.7909], [2.4488, 1.9174, -2.2589], [2.6750, 3.6462, -0.1677], [2.4929, 0.1682, -2.0794], [-0.0441, 1.3510, 2.3636], [0.5351, -5.2253, 0.2978], [0.3116, -3.8899, 0.3786], [0.3686, -3.0982, -0.7909], [0.2735, -1.7428, -0.6686], [-0.0944, -1.1145, 0.4612], [-0.1444, -1.8540, 1.5962], [0.0492, -3.2146, 1.5861], [0.7287, -5.6935, -0.5775], [0.5115, -5.8535, 1.0828], [0.5271, -3.4911, -1.8006], [0.4691, -1.1017, -1.5453], [-0.2964, -1.3021, 2.5150], [0.0264, -3.7293, 2.5319]]}

{"formula": "C2H8N4", "method": "ωB97M-V with the def2-TZVPD basis set", "smiles": "[H]/N=C/N.[H]/N=C/N", "e_lumo_ev": 0.94, "relative_energy_kj_mol": 50.7, "total_energy_ev": -8163.7258, "symbols": ["H", "N", "C", "N", "H", "H", "H", "H", "N", "C", "N", "H", "H", "H"], "positions_angstrom": [[-2.1274, 0.4194, 1.2654], [-1.3539, 0.7379, 0.6908], [-0.9917, 1.8999, 1.0260], [0.0842, 2.5213, 0.4161], [-1.4254, 2.5209, 1.8141], [0.4523, 1.9706, -0.3547], [-0.0494, 3.4918, 0.1844], [-0.6668, -1.4314, -2.2476], [0.2437, -1.6728, -1.8575], [0.3844, -1.9398, -0.6392], [1.6135, -2.4271, -0.1833], [-0.3916, -1.8957, 0.1309], [1.9018, -1.9157, 0.6427], [2.3263, -2.2792, -0.8881]]}